Formula: H70O35
Source: the Open Molecules 2025 dataset
Level of theory: the ωB97M-V functional and the def2-TZVPD basis

Computed properties:
Maximum force: 1.79 eV/A
HOMO-LUMO gap: 9.7 eV
Relative energy (zero: lowest compared OMol25 entry of this formula, charge and spin): 60.32 kcal per mole

CARTESIAN COORDINATES (ANGSTROEM)
O: -1.38540 -4.53173 -0.00203
H: -0.48479 -4.26401 0.18088
H: -1.49300 -5.35417 0.47573
O: -2.57392 1.41319 0.73314
H: -3.02477 0.77197 1.28251
H: -1.72359 1.01468 0.54772
O: -1.78988 2.80790 -3.06583
H: -2.46684 2.13760 -2.97285
H: -1.79250 3.26955 -2.22732
O: 3.56732 0.96761 -1.82536
H: 2.61339 1.00334 -1.89593
H: 3.77455 1.53598 -1.08359
O: 1.38520 -1.19241 4.49211
H: 0.86264 -1.55027 5.20982
H: 1.77877 -0.39863 4.85440
O: -0.59337 3.80704 3.07202
H: -0.79353 4.13458 2.19515
H: -0.00445 4.46320 3.44465
O: 2.16559 -3.76507 3.95879
H: 3.01279 -3.79400 3.51424
H: 1.94822 -2.83382 4.00070
O: -2.89758 0.13603 -5.75261
H: -2.92769 0.05303 -4.79950
H: -1.97067 0.26601 -5.95302
O: 1.78374 1.45265 -5.51247
H: 1.60237 1.57957 -4.58123
H: 2.32038 2.20648 -5.75738
O: -5.73518 -1.89440 0.10189
H: -4.78337 -1.99498 0.11506
H: -6.06133 -2.73795 -0.21161
O: 4.54824 -1.53799 -1.88989
H: 4.27396 -0.62817 -1.77481
H: 3.97351 -1.87692 -2.57621
O: -1.08041 5.10101 -0.61707
H: -1.27896 5.89930 -1.10651
H: -1.80111 5.01674 0.00720
O: 3.43222 4.70522 2.53887
H: 4.21584 4.60361 3.07908
H: 2.96641 3.87432 2.63304
O: 2.95333 -1.97715 -3.93971
H: 1.99759 -2.01287 -3.97841
H: 3.18309 -1.17868 -4.41500
O: 0.31848 -4.86887 -2.90585
H: -0.16476 -4.38415 -2.23671
H: -0.27036 -5.57960 -3.15956
O: 1.55914 3.86290 -0.40994
H: 0.78063 3.53199 0.03802
H: 1.30854 4.73529 -0.71383
O: -2.88341 -3.23961 2.06142
H: -2.47798 -3.39820 1.20895
H: -2.18784 -2.84651 2.58857
O: -0.42057 1.01113 2.87047
H: -0.25751 1.95432 2.87616
H: -0.27620 0.74811 1.96150
O: -0.19002 -1.19301 -1.98768
H: -0.11881 -1.71328 -2.78797
H: -1.12349 -1.20459 -1.77617
O: 0.81790 1.89290 -2.97331
H: -0.13086 2.01810 -2.95299
H: 1.16569 2.60682 -2.43892
O: 3.47258 -3.14025 0.23177
H: 4.00682 -2.63952 -0.38475
H: 4.04436 -3.27957 0.98668
O: 4.47053 -0.83762 2.55861
H: 4.73742 -1.72619 2.79412
H: 5.16458 -0.27821 2.90732
O: -0.22003 0.38916 0.16317
H: -0.37556 -0.22862 -0.55125
H: 0.55957 0.05324 0.60546
O: -3.68712 -0.44623 2.24731
H: -3.56327 -1.39457 2.28654
H: -4.59966 -0.31258 2.50350
O: 4.34784 2.89076 0.17650
H: 4.36712 3.03340 1.12281
H: 3.55840 3.34457 -0.11858
O: -1.32280 -1.84800 3.96835
H: -1.58445 -1.19917 4.62164
H: -0.63333 -1.41618 3.46399
O: 2.91932 1.97293 3.10443
H: 2.55972 1.69948 3.94832
H: 2.76342 1.22771 2.52429
O: 0.96412 -3.04643 -0.31695
H: 1.84037 -3.09472 0.06524
H: 0.98589 -2.26485 -0.86912
O: 1.97046 -0.44702 1.57057
H: 1.77488 -0.91989 2.37950
H: 2.91222 -0.56423 1.44577
O: -2.73308 -2.66143 -1.70091
H: -3.06152 -3.38307 -2.23718
H: -2.18241 -3.08369 -1.04159
O: -3.20345 -0.06199 -2.65840
H: -3.19504 -0.91302 -2.22032
H: -4.06613 0.30188 -2.45935
O: -5.09361 1.40456 -1.44685
H: -4.30810 1.64492 -0.95549
H: -5.68937 1.04838 -0.78773
O: -3.19315 4.16655 1.07681
H: -2.84303 3.28032 0.98609
H: -4.01561 4.15094 0.58737
O: -1.93076 0.53552 5.14104
H: -1.38056 0.61222 4.36155
H: -1.96997 1.42382 5.49548
O: 0.30729 -2.27073 -4.78994
H: -0.42337 -2.79263 -5.12159
H: 0.40307 -1.56106 -5.42509

=====

Formula: H72O36
Source: the Open Molecules 2025 dataset
Level of theory: the ωB97M-V functional and the def2-TZVPD basis

Computed properties:
Maximum force: 1.70 eV/A
HOMO-LUMO gap: 8.6 eV
Relative energy (zero: lowest compared OMol25 entry of this formula, charge and spin): 76.24 kcal per mole

CARTESIAN COORDINATES (ANGSTROEM)
O: 2.80626 -0.41898 4.50088
H: 3.35387 0.06054 3.87925
H: 3.26494 -1.24840 4.63467
O: -2.41993 -0.59955 -1.49925
H: -1.67917 -0.11940 -1.12915
H: -3.19218 -0.13328 -1.17918
O: 0.01335 -1.57498 1.98304
H: 0.92415 -1.35090 2.17398
H: -0.11279 -2.43286 2.38847
O: -1.70017 2.45974 1.11103
H: -1.27055 1.78114 0.59030
H: -2.22875 1.97637 1.74600
O: -1.48853 -3.21934 -2.77116
H: -1.89844 -2.37547 -2.58120
H: -0.95207 -3.05634 -3.54696
O: 0.75028 3.39475 1.29071
H: -0.10599 3.02024 1.49754
H: 1.33811 3.02926 1.95185
O: 3.13094 -0.69007 -4.54328
H: 3.33374 -1.52167 -4.97168
H: 3.70043 -0.67118 -3.77415
O: 1.23444 2.37997 -1.70888
H: 0.76834 2.22613 -0.88711
H: 0.89268 1.71513 -2.30672
O: 0.90879 0.07550 -2.89918
H: 1.29710 -0.43847 -2.19116
H: 1.46580 -0.10111 -3.65732
O: -4.91053 -0.93760 0.89078
H: -4.14501 -0.67552 1.40218
H: -4.89080 -0.36929 0.12080
O: -1.33973 2.10042 4.09314
H: -1.43781 2.22618 5.03696
H: -0.40797 1.91849 3.97083
O: -2.88849 5.40720 0.68081
H: -2.34728 5.91108 0.07301
H: -2.54204 4.51641 0.62877
O: 2.69615 -4.41308 -1.74407
H: 3.29966 -5.10111 -1.46369
H: 2.47870 -4.63854 -2.64857
O: 0.11134 -1.07063 5.33628
H: 0.76582 -1.67300 4.98268
H: 0.56257 -0.22789 5.38547
O: -3.32340 4.31574 -2.00662
H: -2.68545 4.81645 -2.51509
H: -3.28592 3.43366 -2.37644
O: 3.22459 -1.48139 1.70981
H: 3.97902 -1.68982 2.26084
H: 3.24566 -0.52822 1.62462
O: -0.40609 2.73298 -4.61600
H: -0.83590 3.38216 -5.17283
H: 0.31357 3.21003 -4.20279
O: 4.29984 -1.79070 -2.41394
H: 3.64239 -2.20063 -1.85185
H: 4.82398 -2.52123 -2.74233
O: 1.31547 2.02650 4.12188
H: 1.90725 1.34149 3.81076
H: 1.83729 2.52819 4.74818
O: -0.81221 -3.70534 3.53742
H: -0.20469 -3.90568 4.24947
H: -1.12115 -4.56035 3.23784
O: -3.24132 -3.19261 2.40202
H: -3.65881 -2.34957 2.22531
H: -2.64182 -3.01622 3.12709
O: -0.79495 0.24712 -5.65970
H: -1.63091 0.36275 -6.11139
H: -0.71356 1.02184 -5.10344
O: 0.09306 -2.33443 -4.83251
H: 0.97313 -2.62091 -5.07670
H: -0.09398 -1.60427 -5.42252
O: 3.79388 1.32739 2.05796
H: 3.63019 1.87289 1.28864
H: 4.59651 1.68395 2.43860
O: 0.89809 -5.12056 0.50750
H: -0.00707 -4.93845 0.25501
H: 1.42546 -4.71461 -0.18048
O: 4.90502 0.76704 -2.33954
H: 5.79155 0.83580 -1.98519
H: 4.72658 -0.17318 -2.35892
O: -4.37999 1.60192 3.65958
H: -3.43258 1.46865 3.68927
H: -4.50221 2.31786 3.03609
O: -2.47911 -1.09879 4.88492
H: -1.52666 -1.16974 4.82144
H: -2.62584 -0.36745 5.48479
O: -1.81838 -4.57998 0.08883
H: -1.80384 -4.19613 -0.78791
H: -2.28780 -3.93959 0.62342
O: 2.14873 -1.74739 -0.72141
H: 2.44721 -1.74670 0.18806
H: 1.93129 -2.66191 -0.90194
O: 3.64356 2.54571 -0.59925
H: 4.10999 1.78483 -0.94526
H: 2.88401 2.64317 -1.17356
O: 1.82476 4.18851 -3.44547
H: 1.30051 4.81443 -2.94585
H: 1.81805 3.39208 -2.91454
O: -0.16686 0.37877 0.03725
H: 0.32208 -0.20048 -0.54725
H: -0.19193 -0.08844 0.87231
O: -3.13047 1.75505 -3.09910
H: -2.18955 1.61242 -3.20182
H: -3.49339 0.87873 -2.97033
O: -2.54544 -0.34424 2.04442
H: -1.79807 -0.75945 1.61398
H: -2.45254 -0.58053 2.96733
O: -4.27551 1.47664 -0.25894
H: -4.97053 2.07379 -0.53570
H: -3.46447 1.95003 -0.44426

=====

Formula: H80O40
Source: the Open Molecules 2025 dataset
Level of theory: the ωB97M-V functional and the def2-TZVPD basis

Computed properties:
Maximum force: 13.65 eV/A
HOMO-LUMO gap: 8.9 eV
Relative energy (zero: lowest compared OMol25 entry of this formula, charge and spin): 397.26 kcal per mole

CARTESIAN COORDINATES (ANGSTROEM)
H: -4.99853 1.34309 1.17638
H: -5.19951 2.82136 0.84806
O: -4.97441 2.01302 0.54204
H: 2.56170 -1.28945 -3.19612
H: 3.91574 -0.56955 -3.22534
O: 3.10413 -0.84606 -2.58093
H: 3.77614 -3.70334 -3.76635
H: 4.38562 -2.27180 -4.39438
O: 3.82968 -3.09020 -4.67583
H: 2.48554 4.70039 0.42433
H: 2.15851 6.10898 1.12185
O: 2.16375 5.21148 1.22672
H: -0.47924 -0.11870 -1.14951
H: -1.44717 1.00640 -1.45255
O: -1.34604 0.05631 -1.61684
H: -4.54968 -2.96509 -2.37637
O: -5.47384 -2.91383 -2.56207
H: 3.33683 -0.24118 1.65406
O: 4.04523 -0.67139 1.06687
H: -6.34239 -1.01440 -0.19226
H: -5.46199 -1.87203 0.15646
O: -6.34442 -1.62119 0.48261
H: -1.93758 3.50846 5.66679
H: -1.00268 2.37273 4.97352
O: -1.74562 2.57856 5.48265
H: 2.80135 -1.73393 -0.75981
H: 1.57699 -2.08714 -0.06995
O: 2.54901 -2.37223 -0.11309
H: -1.74762 -0.75743 1.30320
H: -2.58326 -2.08309 1.09238
O: -2.59427 -1.17087 1.05201
H: -2.05432 -5.73854 -2.85477
O: -2.12025 -5.97004 -1.93455
H: -2.43504 -5.18954 2.91675
H: -1.39576 -4.11618 3.17678
O: -2.22837 -4.34030 2.56726
H: -3.61119 -1.18699 -3.49087
H: -4.31255 -2.42172 -4.03685
O: -3.92379 -1.45366 -4.20491
H: -1.89805 2.65432 0.15630
H: -2.14930 2.80189 -1.43950
O: -1.52881 2.36929 -0.84324
H: -2.24604 -1.29542 3.90062
H: -1.02648 -1.69257 4.94840
O: -2.05310 -1.50909 4.79473
H: 4.15403 4.69131 2.52051
H: 2.68547 4.48379 3.08225
O: 3.55641 4.19718 3.21411
H: 1.47015 0.00029 2.49863
H: 1.13468 0.58233 3.84789
O: 1.22028 0.82015 2.89091
H: 0.45472 -4.41894 4.63965
O: 0.16505 -4.37651 3.74580
H: -0.32648 2.27238 2.40520
H: 0.94743 2.86824 2.46019
O: 0.09218 3.04309 2.51024
H: 1.89885 2.69059 0.11265
O: 2.56798 2.01310 0.70800
H: -2.12247 -2.87557 -2.49106
H: -1.80968 -1.39125 -1.92770
O: -2.45818 -2.31187 -1.92776
H: -0.34633 -3.00867 -0.80411
H: -0.06423 -2.95469 0.73934
O: -0.15810 -2.42390 -0.05857
H: 4.96044 0.77156 3.49397
H: 3.63742 1.70113 3.44072
O: 4.01554 0.83906 3.58175
H: 4.75762 1.79383 -4.04192
H: 5.43831 1.41668 -2.68467
O: 5.47384 1.59179 -3.53622
H: 0.00035 -0.63914 -2.88848
H: 0.92349 -1.41668 -1.76890
O: 0.70012 -1.23025 -2.68619
H: 1.21677 3.18986 -1.62566
H: 2.06506 4.40701 -2.09147
O: 2.14392 3.37044 -1.97885
H: -4.38895 1.85577 4.03156
H: -4.49577 0.35204 3.88170
O: -4.48792 1.10252 3.32546
H: 2.01129 -2.25196 3.18791
H: 1.41394 -3.55433 2.35171
O: 1.71403 -2.54647 2.20009
H: -3.94577 -3.97762 0.72847
H: -4.56739 -4.80065 -0.47035
O: -4.86173 -4.23229 0.21589
H: 2.04211 -0.80216 5.22535
H: 1.91691 -1.32044 6.62076
O: 2.14136 -1.62538 5.74413
H: 1.39424 5.66811 -3.66598
O: 0.79312 5.65369 -2.99570
H: 4.80643 3.04517 -1.01461
H: 5.25001 2.94654 0.50228
O: 5.38799 3.51328 -0.34731
H: 0.93944 -4.65165 3.32442
H: -5.74817 -3.35532 -1.73826
H: 3.27018 2.05565 -0.00835
H: 3.79756 -1.68997 1.07813
H: -1.95075 -5.20924 -1.28590
H: 0.14823 4.88050 -3.28090
O: 0.76397 0.66091 -0.15301
H: 0.39093 0.22004 0.62120
H: 1.44999 1.28954 0.13928
O: -3.91030 3.61226 -3.18534
H: -4.29690 3.73633 -2.32271
H: -4.55945 3.10452 -3.90673
O: -4.30870 3.95366 2.82129
H: -3.38569 3.72076 2.59053
H: -4.64821 4.35360 1.98742
O: 0.01867 -3.67049 -2.30255
H: 0.37630 -2.89284 -2.86046
H: 0.83768 -4.36253 -2.37887
O: 0.10217 -0.55547 -4.82460
H: 0.98895 -0.95223 -5.13368
H: -0.02073 0.29153 -5.06803
O: 2.30033 1.33291 -5.06551
H: 2.46003 1.13518 -4.07713
H: 3.14779 1.51747 -5.46315
O: 4.99217 0.97399 -0.91341
H: 5.22487 0.48171 0.03366
H: 4.36073 0.23119 -0.98628

=====

Formula: H80O40
Source: the Open Molecules 2025 dataset
Level of theory: the ωB97M-V functional and the def2-TZVPD basis

Computed properties:
Maximum force: 4.31 eV/A
HOMO-LUMO gap: 9.2 eV
Relative energy (zero: lowest compared OMol25 entry of this formula, charge and spin): 271.65 kcal per mole

CARTESIAN COORDINATES (ANGSTROEM)
H: 0.56917 2.08418 1.41847
H: 1.02608 3.22106 1.66862
O: 1.50573 2.35677 1.42703
H: 5.27154 -0.02695 -0.46422
H: 5.68871 1.29022 -0.63265
O: 6.11461 0.50052 -0.26831
H: -5.06469 0.34036 3.88687
H: -3.72950 -0.53609 3.70609
O: -4.66614 -0.49730 4.17051
H: 3.14012 -3.34460 -2.81672
H: 3.24438 -4.29948 -1.69958
O: 3.37359 -4.31815 -2.75458
H: -4.03968 1.38593 -0.50771
H: -3.23837 1.09454 0.73716
O: -3.45153 1.83080 0.12020
H: 1.41638 3.96369 0.11198
O: 1.60489 4.47181 -0.65472
H: -2.83953 -4.66562 -1.64537
O: -3.48003 -4.51101 -2.33917
H: -2.75520 -2.19947 1.95202
H: -2.36037 -3.67091 1.22837
O: -2.50653 -3.16579 2.02357
H: -1.76730 3.51290 -1.20337
H: -0.27635 3.34739 -1.03956
O: -1.10822 3.41975 -0.53659
H: -2.63949 -2.00466 -1.27938
H: -1.83975 -0.73451 -1.28360
O: -1.76160 -1.63461 -1.00568
H: 3.01963 0.11905 3.88155
H: 3.36229 -1.26847 4.10611
O: 3.77087 -0.45440 3.94345
H: -1.34044 0.89757 4.89993
O: -2.23283 1.08041 5.19060
H: -5.66912 -1.58770 -3.73556
H: -4.18936 -1.76817 -3.76189
O: -4.83831 -0.99635 -3.73554
H: -4.30906 0.40541 -2.36483
H: -4.55314 -0.76079 -1.46330
O: -4.71300 0.26191 -1.48001
H: 2.30119 -4.50982 0.49002
H: 2.23598 -2.88636 0.02834
O: 2.27180 -3.86689 -0.17517
H: 0.40248 1.82562 -3.63912
H: 1.56377 2.59487 -2.87037
O: 1.32613 2.08181 -3.66661
H: -0.09849 -3.90963 -2.32694
H: -0.13621 -4.88995 -3.52292
O: 0.04967 -4.00128 -3.29699
H: 4.67854 2.71174 1.22565
H: 5.00988 2.62986 2.90614
O: 4.98198 3.09931 2.02687
H: 1.52591 4.35334 4.29553
O: 1.01658 4.55577 3.52927
H: -0.12446 -3.29362 4.02755
H: 0.15137 -4.25588 5.11896
O: 0.46163 -4.01987 4.18037
H: -1.98649 2.62818 -5.31394
O: -1.06560 2.87137 -5.52246
H: -0.31250 -4.86538 0.86496
H: -0.08100 -6.33886 1.27375
O: -0.21118 -5.72321 0.48329
H: -0.63932 0.66346 0.01386
H: -1.59776 1.83627 -0.60990
O: -1.33345 0.89972 -0.55665
H: 3.81425 -0.04644 2.21770
H: 3.65749 1.08065 1.13429
O: 4.14033 0.25798 1.38519
H: 2.76563 -1.08825 -0.71539
H: 2.76476 -0.50843 0.70710
O: 2.23712 -1.12456 0.15378
H: 3.62610 -0.10648 -2.18864
H: 2.12606 -0.14134 -2.33998
O: 2.84325 0.26816 -1.80003
H: 2.04217 -2.19779 1.99948
H: 1.61775 -2.23122 3.33258
O: 1.84681 -1.54005 2.67860
H: -0.76536 4.41027 2.61469
H: -2.01933 3.72490 1.87940
O: -1.33460 4.41038 1.86184
H: 0.27884 -0.90474 1.89145
H: -1.01213 -0.87888 1.05957
O: -0.57727 -0.46236 1.79852
H: -2.63880 6.22889 -0.99174
H: -2.73937 5.95413 0.46240
O: -2.30671 6.56923 -0.14497
H: -1.74343 1.67864 2.73637
H: -2.77457 2.51124 3.44091
O: -2.70223 1.82452 2.80356
H: 3.88538 -3.56623 2.36168
O: 3.01866 -4.01832 2.53736
H: -5.88561 -1.11866 2.92832
H: -5.06109 -1.00675 1.51333
O: -5.52191 -1.48482 2.14725
H: 0.86309 5.50149 3.42823
H: 2.44061 4.15008 -0.98206
H: -0.45801 2.19004 -5.26545
H: -3.41750 -5.32635 -2.89631
H: -2.83469 0.36173 4.95147
H: 3.27181 -4.71649 3.16874
O: -2.22009 -2.61257 5.58008
H: -2.78095 -3.37118 5.30290
H: -2.99753 -2.00694 5.54431
O: 3.26367 2.55879 -5.48955
H: 3.38649 1.59868 -5.48202
H: 2.74057 2.52285 -4.69171
O: 4.27104 2.62165 -2.47757
H: 3.98425 1.98935 -3.14180
H: 4.65076 3.37244 -2.88917
O: -1.97391 0.92110 -4.03245
H: -2.45426 0.82887 -3.21025
H: -2.54977 0.99486 -4.79382
O: 0.90887 -5.80135 -1.82319
H: 1.58198 -5.23552 -2.06630
H: 0.87300 -5.72933 -0.86169
O: -2.92420 5.12613 -2.19236
H: -2.40011 5.13715 -3.02313
H: -3.84415 5.12738 -2.54715
O: 2.45197 -1.25514 -4.20313
H: 1.86737 -0.60437 -4.58013
H: 2.27450 -1.99942 -4.87483